# 1
Below is a cluster of 2 separate species, C4H10NO2S in total, with properties calculated with ωB97M-V/def2-TZVPD.

Computed properties:
- total energy (eV) = -20718.931
- LUMO energy (Eh) = -0.2122
- energy relative to the best compared isomer or geometry (same formula, charge and spin) (kJ/mol) = 490.4
- orbital gap (eV) = 6.06
- net charge = +1

Element x y z (Å)
C: 3.35 0.12 0.55
C: 0.24 0.79 0.12
C: -1.75 -1.55 -0.11
C: -1.90 -0.26 0.59
N: -0.05 1.02 -1.16
O: 4.02 0.49 -0.43
O: -0.51 0.21 0.98
S: -2.92 1.11 -0.22
H: 3.38 -0.74 1.20
H: -2.56 -2.19 -0.19
H: -1.21 -1.42 -1.10
H: -1.01 -2.04 0.46
H: -2.40 -0.35 1.54
H: 0.60 1.68 -1.60
H: -0.94 0.93 -1.53
H: 2.78 0.93 0.94
H: 4.54 -0.05 -1.02
H: -3.68 1.35 0.97

# 2
Below is the ion C4H10NO2S with charge +1, with properties calculated with ωB97M-V/def2-TZVPD.

Computed properties:
- total energy (eV) = -20722.323
- LUMO energy (Eh) = -0.1219
- SMILES = [NH3+][C@H](CCS)C(=O)O
- energy relative to the best compared isomer or geometry (same formula, charge and spin) (kJ/mol) = 163.1
- orbital gap (eV) = 10.20
- net charge = +1

Element x y z (Å)
N: -0.56 -0.62 1.42
C: 0.29 -1.08 0.27
C: 1.29 0.04 -0.05
C: 0.82 1.46 -0.71
S: -0.72 2.11 0.01
C: -0.49 -1.37 -1.06
O: 0.01 -1.87 -1.97
O: -1.75 -0.85 -0.75
H: -0.52 -1.12 2.21
H: -1.66 -0.51 1.14
H: -0.39 0.45 1.56
H: 0.53 -2.06 0.54
H: 2.08 -0.31 -0.62
H: 1.90 0.38 0.99
H: 1.57 2.23 -0.80
H: 0.48 1.21 -1.75
H: -0.33 3.06 0.86
H: -2.57 -1.14 -1.28

# 3
Below is a cluster of 2 separate species, C4H10NO3 in total, with properties calculated with ωB97M-V/def2-TZVPD.

Computed properties:
- total energy (eV) = -11944.696
- LUMO energy (Eh) = 0.1449
- energy relative to the best compared isomer or geometry (same formula, charge and spin) (kJ/mol) = 67.7
- orbital gap (eV) = 8.19
- net charge = -1

Element x y z (Å)
C: 2.21 -0.14 -0.18
C: 0.92 -0.32 -1.01
N: 0.04 0.82 -0.77
C: -1.41 0.53 -0.93
C: -1.92 -0.73 -0.20
O: -1.67 -0.86 1.03
O: -2.56 -1.54 -0.92
H: 2.88 -0.99 -0.35
H: 1.92 -0.08 0.86
H: 2.72 0.76 -0.53
H: 1.17 -0.40 -2.07
H: 0.51 -1.32 -0.77
H: 0.16 1.08 0.20
H: -1.55 0.36 -2.00
H: -1.90 1.40 -0.51
H: -0.63 0.03 2.09
H: -0.73 0.71 3.41
O: -0.15 0.69 2.65

# 4
Below is a structure of composition C4H10NO3, with properties calculated with ωB97M-V/def2-TZVPD.

Computed properties:
- total energy (eV) = -11942.128
- LUMO energy (Eh) = 0.1434
- energy relative to the best compared isomer or geometry (same formula, charge and spin) (kJ/mol) = 315.4
- orbital gap (eV) = 8.88
- net charge = -1

Element x y z (Å)
C: 1.20 0.28 -1.52
C: 1.55 -0.44 -0.21
C: 0.80 0.25 0.94
C: -0.72 0.15 0.75
O: -1.31 1.22 0.44
O: -1.23 -0.98 0.92
N: 3.21 -0.09 0.11
H: 1.72 -0.19 -2.37
H: 0.12 0.33 -1.66
H: 1.56 1.32 -1.46
H: 2.51 -0.92 0.53
H: 1.09 1.28 1.00
H: 1.11 -0.24 1.87
H: 1.15 -1.46 -0.36
H: 3.63 -0.43 -0.76
H: -2.75 0.51 -0.67
H: -2.79 -0.92 -0.36
O: -3.26 -0.28 -0.93

# 5
Below is a cluster of 2 separate species, C4H10NO3 in total, with properties calculated with ωB97M-V/def2-TZVPD.

Computed properties:
- total energy (eV) = -11942.409
- LUMO energy (Eh) = 0.1352
- energy relative to the best compared isomer or geometry (same formula, charge and spin) (kJ/mol) = 288.3
- orbital gap (eV) = 6.97
- net charge = -1

Element x y z (Å)
O: 2.70 1.19 0.88
C: 1.63 0.62 0.84
C: 0.39 1.20 0.19
C: -0.15 2.40 0.98
N: -0.68 0.29 -0.17
C: -0.38 -0.66 -1.34
O: -0.31 -1.94 -1.02
H: 1.48 -0.30 1.44
H: 0.78 1.58 -0.75
H: -1.15 2.64 0.62
H: 0.50 3.25 0.83
H: -0.29 2.11 2.03
H: -0.98 -0.22 0.65
H: -1.24 -0.35 -2.00
H: 0.48 -0.22 -1.90
H: -1.30 -3.38 0.01
H: -0.41 -3.95 -0.95
O: -1.09 -4.24 -0.33

# 6
Below is a cluster of 2 separate species, C4H10NO3 in total, with properties calculated with ωB97M-V/def2-TZVPD.

Computed properties:
- total energy (eV) = -11944.667
- LUMO energy (Eh) = 0.1352
- energy relative to the best compared isomer or geometry (same formula, charge and spin) (kJ/mol) = 70.4
- orbital gap (eV) = 7.89
- net charge = -1

Element x y z (Å)
C: 1.19 1.50 -0.18
C: 1.01 0.08 0.39
C: 1.85 0.00 1.75
N: -0.36 -0.27 0.65
C: -0.99 -1.22 -0.21
O: -2.22 -1.07 -0.37
O: -0.25 -2.03 -0.81
H: 0.25 1.87 -0.62
H: 1.48 2.31 0.49
H: 1.89 1.44 -1.02
H: 1.40 -0.70 -0.25
H: 2.68 -0.68 1.55
H: 1.16 -0.36 2.50
H: 2.28 0.94 2.10
H: -0.95 0.42 1.10
H: -3.09 -0.09 -2.56
H: -3.59 -1.34 -1.86
O: -3.71 -0.79 -2.64

# 7
Below is a cluster of 2 separate species, C4H10NO3 in total, with properties calculated with ωB97M-V/def2-TZVPD.

Computed properties:
- total energy (eV) = -11940.029
- LUMO energy (alpha / beta) (Eh) = 0.0247 / -0.1250
- energy relative to the best compared isomer or geometry (same formula, charge and spin) (kJ/mol) = 156.4
- orbital gap (alpha / beta) (eV) = 10.47 / 6.05
- spin multiplicity = 2

Element x y z (Å)
C: 1.88 -0.39 1.97
N: 0.76 -0.30 1.03
C: -0.45 0.29 1.62
C: 1.21 0.28 -0.18
C: 0.01 0.90 -1.09
O: 0.14 2.12 -1.10
O: -0.74 0.07 -1.56
H: 2.51 0.51 1.92
H: 2.50 -1.25 1.75
H: 1.50 -0.52 2.98
H: -0.40 0.31 2.71
H: -1.33 -0.25 1.27
H: -0.57 1.34 1.35
H: 1.95 1.06 -0.03
H: 1.63 -0.40 -0.93
H: -2.94 -1.64 -0.55
H: -1.42 -1.55 -0.72
O: -2.17 -2.16 -0.79

# 8
Below is a cluster of 2 separate species, C4H10NO3 in total, with properties calculated with ωB97M-V/def2-TZVPD.

Computed properties:
- total energy (eV) = -11931.764
- LUMO energy (alpha / beta) (Eh) = -0.1800 / -0.1801
- energy relative to the best compared isomer or geometry (same formula, charge and spin) (kJ/mol) = 467.8
- orbital gap (alpha / beta) (eV) = 8.70 / 8.70
- net charge = +1

Element x y z (Å)
C: 0.81 0.70 -0.70
C: 1.60 1.35 0.13
C: -2.14 -0.30 0.32
C: -0.27 -1.84 0.13
N: -0.66 -0.55 0.63
O: 0.88 0.03 -1.78
O: 2.44 2.31 -0.36
O: 1.30 1.47 1.40
H: -2.86 -0.94 0.84
H: -2.28 0.75 0.50
H: -2.14 -0.45 -0.77
H: -0.37 -1.97 -1.06
H: 0.80 -1.97 0.37
H: -0.66 -2.76 0.57
H: -0.40 -0.19 1.56
H: 0.04 -0.14 -2.34
H: 2.58 2.12 -1.24
H: 1.34 2.37 1.79